{
  "formula": "C21H28NO12OsP2SbSe4",
  "method": "ωB97M-V/def2-TZVPD",
  "charge": -2,
  "molar_mass_g_mol": 1176.23,
  "gap_ev": 4.5,
  "multiplicity": 1,
  "homo_ev": -2.24,
  "symbols": ["Os", "Sb", "Se", "Se", "Se", "Se", "P", "P", "O", "O", "O", "O", "O", "O", "O", "O", "O", "O", "O", "O", "N", "C", "C", "C", "C", "C", "C", "C", "C", "C", "C", "C", "C", "C", "C", "C", "C", "C", "C", "C", "C", "C", "H", "H", "H", "H", "H", "H", "H", "H", "H", "H", "H", "H", "H", "H", "H", "H", "H", "H", "H", "H", "H", "H", "H", "H", "H", "H", "H", "H"],
  "xyz": [[0.505623, 0.023731, 0.336327], [4.891106, -1.794518, 1.189558], [2.759070, 0.093619, 0.505697], [5.904689, -1.667434, -0.979622], [5.322933, -0.010665, 2.747936], [4.255104, -3.949874, 2.008577], [-1.251049, 0.568047, 2.922308], [-1.548331, -1.960271, 1.271477], [-1.055557, 0.844743, 4.482526], [0.124125, 0.498050, 2.283153], [0.638364, 2.103236, -0.136463], [0.021661, 8.092898, -4.017598], [-1.247159, -1.815437, 3.946059], [-2.158708, -0.796571, 0.311158], [0.052192, -0.095035, -1.569610], [1.901247, 7.179979, -4.518686], [-2.154197, 1.617873, 2.350100], [-2.264874, -3.247299, 1.195375], [-0.050497, -1.912385, 0.987908], [-1.225700, 3.192564, 0.567005], [0.857222, 7.215571, -3.899013], [-1.940099, -1.134369, 2.881127], [-2.719768, -1.671948, -3.268961], [-1.882673, -0.683566, -2.764962], [-0.153743, 3.040723, -0.139987], [1.345566, -2.751472, -2.410582], [-2.793598, 1.451410, -1.642669], [1.279895, 4.134381, -1.849324], [-3.442087, -1.145052, 3.133194], [0.113321, 4.167357, -1.093094], [-2.315452, 0.771592, -2.923946], [1.533620, 5.135471, -2.770517], [-2.316307, -2.998204, -3.317812], [-0.122322, -2.349252, -2.476127], [2.278987, -1.657274, -2.930204], [-1.012187, -3.301560, -2.972830], [-0.808263, 5.195385, -1.254871], [-0.569496, 6.198929, -2.177366], [-1.242198, 1.615613, -3.619544], [0.599787, 6.147143, -2.915683], [1.821712, -3.336157, -1.081361], [-0.626482, -1.058833, -2.225953], [-3.957458, -0.550339, 2.379589], [2.788514, -3.823608, -1.218936], [-0.548787, 0.116548, 4.872427], [-3.073240, 2.489545, -1.844509], [-1.054791, -2.719273, 3.668186], [-0.641621, -4.311598, -3.113686], [-2.983862, -3.767445, -3.685826], [1.971051, 3.313900, -1.707383], [-3.667268, 0.946921, -1.223226], [2.429654, 5.137513, -3.372088], [-0.960880, 1.170423, -4.576246], [2.277817, -0.781223, -2.287282], [1.948906, -2.574524, -0.317343], [-1.709763, 5.194242, -0.659385], [1.982874, -1.339677, -3.935184], [-1.557227, 2.429094, 1.212451], [-2.020266, 1.444419, -0.880426], [-3.175327, 0.735381, -3.602901], [1.110659, -4.066806, -0.691255], [1.413217, -3.569446, -3.138323], [-3.693807, -1.384179, -3.652915], [-1.266890, 7.007769, -2.332303], [-3.808189, -2.171123, 3.094931], [-2.581708, -1.142022, -0.488401], [-1.619150, 2.625766, -3.807463], [-3.649083, -0.718971, 4.116988], [-0.346167, 1.683511, -3.005252], [3.303766, -2.028743, -2.964069]],
  "atomic_forces_ev_per_a": [[0.11, 0.14, 0.53], [-0.07, -0.10, -0.01], [-0.05, -0.11, -0.14], [0.03, 0.02, -0.04], [0.00, 0.02, 0.01], [-0.06, 0.08, 0.00], [-0.15, 0.02, -0.05], [-0.04, -0.02, -0.16], [0.03, 0.00, 0.00], [0.05, 0.10, -0.14], [0.02, -0.05, -0.32], [-0.03, -0.04, -0.05], [-0.06, -0.04, 0.02], [-0.28, 0.04, 0.18], [-0.01, -0.06, -0.05], [-0.03, -0.04, -0.05], [-0.02, 0.01, -0.20], [0.06, -0.04, 0.08], [0.13, 0.00, -0.12], [-0.24, -0.23, 0.15], [0.09, 0.12, 0.15], [0.08, 0.05, -0.04], [-0.01, 0.00, 0.00], [-0.04, 0.02, -0.03], [0.07, -0.09, 0.11], [0.02, -0.03, 0.02], [-0.02, -0.07, 0.02], [0.00, -0.01, 0.01], [0.00, 0.02, 0.03], [0.03, 0.03, 0.06], [0.03, -0.01, 0.02], [-0.01, 0.00, -0.01], [0.00, -0.01, -0.01], [0.00, 0.02, -0.03], [0.01, -0.01, -0.02], [-0.01, 0.01, 0.00], [0.00, 0.00, 0.01], [0.00, 0.00, 0.00], [-0.02, -0.02, -0.02], [-0.02, -0.03, -0.04], [-0.02, 0.03, 0.03], [-0.02, 0.09, -0.02], [0.01, 0.00, 0.00], [0.01, 0.02, 0.01], [-0.03, -0.02, 0.00], [0.02, 0.00, 0.00], [0.06, 0.02, -0.01], [0.00, 0.00, 0.00], [0.00, 0.00, 0.01], [0.01, 0.01, 0.00], [0.02, 0.00, 0.01], [0.00, 0.00, 0.00], [0.01, 0.00, 0.00], [-0.01, 0.06, 0.07], [-0.04, 0.03, 0.03], [0.00, 0.00, 0.00], [-0.01, 0.00, 0.01], [0.30, 0.21, 0.17], [-0.05, -0.05, -0.07], [0.00, 0.00, 0.00], [0.01, 0.00, -0.01], [-0.02, -0.01, 0.01], [0.00, 0.00, 0.00], [0.00, 0.00, 0.00], [0.00, 0.00, 0.00], [0.14, -0.02, -0.14], [0.00, -0.01, 0.00], [0.00, 0.00, 0.00], [0.02, 0.01, 0.02], [0.01, -0.02, 0.01]]
}

=====

{
  "formula": "C2H4NO2",
  "method": "ωB97M-V/def2-TZVPD",
  "charge": 1,
  "molar_mass_g_mol": 74.06,
  "e_above_lowest_ev": 4.469,
  "gap_ev": [7.8, 7.8],
  "multiplicity": 1,
  "homo_ev": [-15.31, -15.31],
  "symbols": ["O", "O", "N", "C", "C", "H", "H", "H", "H"],
  "xyz": [[-1.020467, -2.738081, 0.617015], [0.644042, -1.229753, -0.780112], [-1.170654, -1.617233, 0.679018], [1.395370, -0.312436, -0.946194], [-1.519073, -0.470831, 0.895515], [-1.171297, 0.384800, 0.327377], [-2.225473, -0.240855, 1.694282], [1.284549, 0.644413, -0.401050], [2.230558, -0.356281, -1.654945]],
  "atomic_forces_ev_per_a": [[0.10, 0.18, -0.07], [-0.52, -0.47, 0.12], [0.21, -1.79, -0.03], [0.52, 0.78, -0.13], [-0.54, 2.40, 0.27], [0.32, -0.31, -0.24], [-0.07, -0.57, 0.11], [-0.06, -0.06, 0.02], [0.05, -0.17, -0.04]]
}

=====

{
  "formula": "C5H10O2",
  "method": "ωB97M-V/def2-TZVPD",
  "charge": 0,
  "molar_mass_g_mol": 102.13,
  "e_above_lowest_ev": 2.228,
  "gap_ev": 8.8,
  "multiplicity": 1,
  "homo_ev": -8.03,
  "symbols": ["O", "O", "C", "C", "C", "C", "C", "H", "H", "H", "H", "H", "H", "H", "H", "H", "H"],
  "xyz": [[-1.575636, -0.080663, 0.787735], [-0.515928, -1.659074, -2.244769], [2.520938, -0.949734, 0.544561], [0.633865, 0.691603, 0.511508], [-1.330657, 2.154710, 0.011907], [-0.690983, 0.908193, 0.511887], [1.229092, -0.634869, 0.495927], [0.523604, -1.466150, 0.495530], [-1.238078, -0.640355, 1.497970], [1.328271, 1.511534, 0.350906], [2.875767, -1.968857, 0.581114], [-2.269784, 2.371798, 0.485992], [0.305511, -1.356562, -2.640484], [-0.342124, -2.557728, -1.939903], [-0.686696, 3.024747, 0.085097], [-1.588698, 1.935491, -1.028834], [3.284642, -0.192533, 0.695455]],
  "atomic_forces_ev_per_a": [[-0.61, -0.13, 0.30], [-0.14, -0.14, 0.03], [0.33, 0.39, 0.41], [0.46, 0.06, -0.36], [-0.13, -0.29, -0.29], [0.82, 0.09, -0.04], [-0.41, -0.59, 0.78], [0.04, 0.09, -0.25], [0.09, 0.00, -0.31], [-0.30, 0.12, -0.04], [-0.15, -0.12, -0.16], [-0.38, 0.03, 0.51], [0.10, -0.03, 0.04], [0.03, 0.18, -0.09], [0.18, -0.06, -0.16], [0.12, 0.32, -0.11], [-0.05, 0.07, -0.26]]
}

=====

{
  "formula": "C12H36O6",
  "method": "ωB97M-V/def2-TZVPD",
  "charge": 0,
  "molar_mass_g_mol": 276.41,
  "e_above_lowest_ev": 2.430,
  "gap_ev": 10.2,
  "multiplicity": 1,
  "homo_ev": -9.53,
  "symbols": ["O", "O", "O", "O", "O", "O", "C", "C", "C", "C", "C", "C", "C", "C", "C", "C", "C", "C", "H", "H", "H", "H", "H", "H", "H", "H", "H", "H", "H", "H", "H", "H", "H", "H", "H", "H", "H", "H", "H", "H", "H", "H", "H", "H", "H", "H", "H", "H", "H", "H", "H", "H", "H", "H"],
  "xyz": [[-0.841537, 3.662554, -1.443808], [4.622946, 0.672789, 1.017648], [-1.243069, -2.532590, 0.073188], [-2.078442, 1.332971, -0.214514], [-2.959216, -0.905877, -1.448251], [1.224762, -2.052712, 0.833680], [-1.132235, -3.880177, -0.473433], [0.276565, 0.908054, 0.252145], [2.525251, -1.896200, 0.351860], [-4.127323, -1.588465, -0.940697], [4.039868, 1.510956, 0.033266], [4.057747, 2.906089, 0.515628], [-2.027895, -4.852990, 0.344320], [-1.159664, 0.940987, 0.717498], [-4.391752, -1.118166, 0.466947], [2.920185, -3.018006, -0.461606], [0.229505, 5.479073, -0.367695], [-1.054474, 4.675741, -0.485304], [5.089435, 3.277813, 0.596687], [-2.435699, 0.594370, -0.776695], [0.049268, 6.523643, -0.050155], [-2.142933, -5.829435, -0.082831], [3.296667, -1.817671, 1.182373], [-4.024014, -2.677627, -1.066494], [2.590520, -0.935771, -0.236125], [-1.543658, 2.994889, -1.344392], [4.545918, 1.278869, -0.929849], [-5.452566, -1.220567, 0.775139], [3.497284, 3.687662, -0.003961], [1.091411, -1.340332, 1.443806], [2.985345, 1.265095, -0.114090], [0.793460, 0.671717, 1.152085], [4.900757, 1.247930, 1.704634], [-3.785737, -1.720086, 1.111403], [-0.312903, -2.310234, 0.234124], [0.770217, 5.418590, -1.347463], [3.949670, -3.036219, -0.669985], [-2.204843, -1.366399, -1.046533], [0.660047, 1.837353, -0.195502], [3.615911, 2.886034, 1.513987], [-1.505246, -0.011704, 1.133418], [-1.876047, 5.326484, -0.831888], [2.652025, -3.966066, 0.084409], [-1.598317, -5.024057, 1.300728], [-1.354774, -3.830180, -1.512716], [0.870735, 4.967744, 0.388839], [-4.938364, -1.320749, -1.567731], [2.417310, -3.059908, -1.431709], [-3.061153, -4.465333, 0.261951], [-4.075223, -0.052305, 0.474611], [-1.189790, 1.709338, 1.528531], [-1.357052, 4.195794, 0.502114], [0.351276, 0.146807, -0.523465], [-0.150147, -4.289533, -0.428137]],
  "atomic_forces_ev_per_a": [[-0.13, -0.41, -0.19], [-0.40, -0.94, -0.79], [0.20, -1.31, -0.58], [-1.45, 0.76, -1.99], [-0.29, -0.56, -0.19], [-0.23, -0.66, 0.28], [-1.23, -0.33, 1.33], [-0.69, -0.09, -1.06], [1.89, 2.67, 0.69], [0.50, 0.08, -0.18], [-0.52, -0.89, -1.24], [0.71, 1.60, 0.52], [-0.70, 1.24, -1.96], [0.13, 0.87, 1.36], [-0.50, 0.36, -0.18], [-1.42, -2.90, -0.83], [0.72, -0.53, 0.26], [-0.70, -0.16, 0.51], [-0.17, -0.03, 0.12], [0.40, 0.34, 0.61], [0.18, -0.55, -0.24], [0.44, -0.62, -0.72], [-1.13, 0.17, -0.57], [0.20, 0.24, 0.30], [0.02, -0.76, 0.57], [0.37, 0.04, 0.14], [-0.16, 0.59, 0.49], [0.58, 0.10, -0.23], [-0.04, -0.50, -0.46], [-0.41, 0.54, 0.59], [0.01, -0.45, 0.04], [1.17, -0.33, 0.50], [0.51, 0.54, 1.11], [0.44, -0.01, 0.81], [0.12, 0.45, 0.21], [-0.53, 0.35, 0.80], [1.45, 0.09, -0.11], [0.21, -0.27, 0.09], [-0.46, -0.07, 0.41], [0.06, 0.11, 0.18], [0.51, -0.17, 0.26], [0.10, -0.12, 0.28], [0.38, 0.71, -0.53], [-0.16, 0.38, 1.12], [-0.67, -0.11, -0.90], [-0.19, 0.56, -0.51], [-0.71, 0.47, -0.83], [-0.18, 0.04, 0.07], [0.45, 0.02, 0.99], [-0.41, -0.67, 0.44], [-0.22, -0.59, -0.25], [0.30, 0.74, -0.96], [0.45, -0.27, 0.11], [1.22, 0.25, 0.28]]
}

=====

{
  "formula": "C2H8NOP",
  "method": "ωB97M-V/def2-TZVPD",
  "charge": 0,
  "molar_mass_g_mol": 93.07,
  "e_above_lowest_ev": 4.122,
  "gap_ev": 8.5,
  "multiplicity": 1,
  "homo_ev": -8.22,
  "symbols": ["P", "O", "N", "C", "C", "H", "H", "H", "H", "H", "H", "H", "H"],
  "xyz": [[-2.468642, -0.099675, 0.128380], [-2.475501, 1.222180, -0.554661], [-0.483154, -1.068824, 0.071303], [-0.655638, -2.145540, 0.676108], [0.651206, -0.556803, -0.734431], [0.448559, -0.970712, -1.781593], [-0.108981, 4.002691, 0.405375], [-0.040727, -3.058865, 0.577050], [-1.434240, -2.232324, 1.357823], [-2.639181, -0.924559, -1.057240], [0.159107, 4.173661, 1.153006], [0.447400, 0.557419, -0.541367], [1.495275, -1.055906, -0.413311]],
  "atomic_forces_ev_per_a": [[-0.16, -0.03, -0.68], [0.42, 0.65, 0.40], [-0.73, 0.85, 0.05], [2.36, -1.23, -0.91], [-4.20, 0.13, -1.01], [0.27, 1.38, 1.05], [0.66, 0.42, 1.92], [0.26, 0.60, 0.02], [-1.89, -0.08, 0.93], [0.00, -0.55, 0.31], [-0.67, -0.43, -1.92], [1.42, -1.50, -1.06], [2.26, -0.21, 0.89]]
}

=====

{
  "formula": "C4H8O",
  "method": "ωB97M-V/def2-TZVPD",
  "charge": 0,
  "molar_mass_g_mol": 72.11,
  "e_above_lowest_ev": 0.369,
  "gap_ev": 10.9,
  "multiplicity": 1,
  "homo_ev": -9.87,
  "symbols": ["O", "C", "C", "C", "C", "H", "H", "H", "H", "H", "H", "H", "H"],
  "xyz": [[-0.175630, -0.572498, -2.488601], [-0.806861, -0.424296, -0.180136], [0.624899, -0.003725, 0.165236], [0.755672, 1.062494, 1.245794], [-0.839661, -1.011012, -1.578547], [1.062336, 0.370131, -0.765927], [0.209687, 1.970199, 0.963786], [-1.503903, -1.881448, -1.751857], [1.193700, -0.898212, 0.449857], [0.379622, 0.729044, 2.219299], [-1.239088, -1.132099, 0.537974], [-1.469663, 0.454963, -0.187650], [1.808890, 1.336460, 1.370773]],
  "atomic_forces_ev_per_a": [[-0.35, -0.27, 0.31], [0.03, 0.02, 0.00], [0.09, 0.01, -0.05], [-0.01, 0.05, 0.05], [0.16, 0.14, -0.24], [0.05, -0.03, 0.20], [0.05, -0.12, 0.06], [-0.03, 0.09, 0.02], [-0.04, 0.14, -0.07], [0.01, 0.01, -0.14], [0.11, 0.10, -0.11], [0.09, -0.11, -0.05], [-0.17, -0.02, 0.03]]
}

=====

> Look up the multiplicity of the second one.

1